{"formula": "C26H48BrF8IN3O9", "method": "the ωB97M-V functional and the def2-TZVPD basis", "lumo_energy_ev": -4.486, "homo_lumo_gap_ev": 5.84, "molar_mass_g_mol": 905.47, "multiplicity": 1, "total_charge": 1, "species": ["C", "O", "C", "C", "C", "N", "C", "N", "I", "N", "C", "C", "O", "C", "C", "F", "F", "C", "F", "F", "C", "F", "F", "C", "F", "F", "C", "C", "O", "Br", "H", "H", "H", "H", "H", "H", "H", "H", "H", "H", "H", "H", "H", "H", "H", "H", "H", "H", "H", "H", "C", "O", "C", "C", "O", "C", "C", "O", "C", "H", "H", "H", "H", "H", "H", "H", "H", "H", "H", "H", "H", "H", "H", "C", "O", "C", "C", "O", "C", "C", "O", "C", "H", "H", "H", "H", "H", "H", "H", "H", "H", "H", "H", "H", "H", "H"], "positions_angstrom": [[-0.6403, 1.2145, -2.2036], [-1.5344, 0.3373, -1.5413], [-1.6978, -0.8913, -2.1948], [-2.6695, -1.7142, -1.3659], [-2.9067, -3.1185, -1.8986], [-3.7323, -3.0733, -3.1446], [-3.6891, -4.1258, -4.0449], [-2.9214, -4.0702, -5.2165], [-0.9419, -3.6223, -4.9058], [-4.3989, -5.2070, -3.8922], [-4.3530, -6.3205, -4.8730], [-3.0739, -7.1115, -4.6808], [-3.3380, -7.9620, -3.5808], [-2.2064, -8.5685, -3.0131], [-1.4735, -7.5522, -2.1126], [-0.4723, -6.9864, -2.8274], [-2.3073, -6.5278, -1.7712], [-0.8625, -8.1217, -0.7954], [-0.7180, -9.4553, -0.9384], [0.3508, -7.5908, -0.6033], [-1.6578, -7.8435, 0.5201], [-1.4613, -6.5618, 0.8648], [-1.0899, -8.6312, 1.4537], [-3.1762, -8.1477, 0.5603], [-3.9029, -7.0542, 0.2839], [-3.4633, -9.0798, -0.3847], [-5.2573, -5.3765, -2.7151], [-6.4471, -4.4248, -2.6478], [-6.9042, -4.0200, -1.6480], [-7.1704, -3.9359, -4.3816], [-0.2937, 1.9528, -1.4793], [0.2230, 0.6646, -2.6018], [-1.1350, 1.7365, -3.0326], [-0.7318, -1.4175, -2.2784], [-2.0847, -0.7431, -3.2161], [-3.6254, -1.1823, -1.2957], [-2.2795, -1.7961, -0.3469], [-3.4159, -3.7067, -1.1266], [-1.9665, -3.6166, -2.1445], [-4.6894, -2.8001, -2.9377], [-3.3085, -3.3439, -5.8191], [-4.4723, -5.9500, -5.8883], [-5.1967, -6.9667, -4.6347], [-2.2510, -6.4289, -4.4370], [-2.8049, -7.6614, -5.5909], [-1.4797, -8.8889, -3.7696], [-2.5345, -9.4432, -2.4581], [-3.4470, -8.5306, 1.5455], [-4.6765, -5.2713, -1.7972], [-5.6559, -6.3923, -2.7348], [-1.2308, 8.4431, -1.4311], [-1.0791, 7.3878, -0.5103], [-1.7539, 6.2177, -0.9202], [-1.3227, 5.0304, -0.0894], [-0.0671, 4.4868, -0.4680], [1.0883, 5.1926, -0.0352], [1.4373, 4.9637, 1.4171], [0.6141, 5.7440, 2.2620], [0.6447, 5.2848, 3.5954], [-2.2852, 8.7148, -1.5600], [-0.6916, 9.3012, -1.0359], [-0.8157, 8.1785, -2.4108], [-1.5471, 6.0112, -1.9794], [-2.8392, 6.3538, -0.8045], [-2.0442, 4.2287, -0.2642], [-1.3384, 5.2858, 0.9723], [0.9958, 6.2614, -0.2387], [1.9071, 4.7948, -0.6385], [2.4883, 5.2389, 1.5842], [1.3196, 3.8982, 1.6547], [0.2538, 4.2626, 3.6662], [0.0133, 5.9471, 4.1843], [1.6619, 5.2975, 4.0041], [8.8453, 3.3158, 3.2666], [7.8246, 4.1767, 3.7131], [6.8368, 4.3923, 2.7266], [5.6143, 5.0522, 3.3227], [4.7565, 4.1648, 4.0223], [5.1754, 3.7454, 5.3121], [4.9851, 4.7899, 6.3883], [6.0144, 5.7558, 6.3376], [5.7201, 6.8895, 7.1205], [9.3589, 3.7237, 2.3877], [9.5632, 3.2122, 4.0774], [8.4477, 2.3264, 3.0107], [6.5427, 3.4380, 2.2685], [7.2394, 5.0424, 1.9362], [5.0110, 5.4274, 2.4927], [5.9041, 5.8995, 3.9480], [6.2108, 3.3983, 5.2994], [4.5296, 2.8998, 5.5574], [4.9888, 4.2931, 7.3693], [4.0065, 5.2711, 6.2542], [4.8108, 7.3908, 6.7682], [6.5610, 7.5739, 7.0330], [5.5861, 6.6246, 8.1760]], "forces_ev_per_angstrom": [[0.09, 0.09, -0.07], [0.06, -0.06, 0.08], [-0.12, 0.05, -0.05], [-0.01, -0.02, -0.05], [0.12, 0.15, 0.08], [-0.28, -0.09, -0.15], [0.04, -0.01, 0.16], [-0.10, -0.20, 0.03], [0.11, 0.04, -0.07], [-0.19, 0.15, 0.02], [-0.08, -0.08, -0.19], [0.09, 0.26, 0.16], [-0.07, -0.38, -0.14], [0.10, 0.09, 0.02], [0.11, -0.12, 0.09], [0.17, 0.09, -0.09], [-0.07, 0.09, 0.01], [-0.18, -0.02, -0.07], [0.03, -0.07, -0.02], [0.11, 0.03, -0.01], [-0.09, -0.06, -0.06], [0.00, 0.13, 0.06], [0.07, -0.04, 0.13], [0.18, -0.20, -0.04], [-0.17, 0.27, -0.01], [-0.04, -0.08, 0.06], [0.12, -0.15, 0.11], [0.28, -0.14, -0.34], [-0.19, 0.10, 0.38], [-0.03, 0.01, -0.07], [-0.08, -0.04, -0.07], [-0.04, 0.07, 0.08], [0.01, -0.09, 0.04], [-0.05, 0.05, 0.01], [0.04, -0.04, 0.05], [0.08, -0.03, 0.03], [-0.02, 0.00, -0.09], [0.08, -0.04, -0.13], [-0.09, 0.03, 0.09], [0.07, -0.02, 0.08], [0.12, 0.09, 0.10], [0.09, 0.14, 0.14], [0.03, 0.03, -0.16], [-0.04, -0.09, -0.22], [-0.12, -0.10, 0.15], [-0.10, -0.01, 0.05], [-0.03, 0.18, -0.01], [0.00, 0.00, -0.03], [-0.06, 0.03, -0.11], [0.06, 0.08, 0.03], [-0.04, 0.04, 0.04], [0.09, -0.06, -0.06], [-0.01, 0.03, 0.00], [-0.06, -0.02, 0.01], [-0.01, -0.06, -0.04], [0.09, 0.03, 0.00], [0.02, 0.07, 0.09], [-0.11, -0.12, -0.03], [0.03, 0.06, 0.03], [0.00, -0.01, 0.00], [0.00, 0.00, 0.00], [-0.01, -0.01, 0.00], [0.00, -0.01, 0.00], [-0.01, 0.01, -0.04], [0.01, -0.01, 0.03], [0.02, 0.05, -0.02], [-0.02, 0.00, 0.05], [-0.01, 0.02, -0.02], [0.03, -0.09, -0.01], [0.03, -0.01, -0.02], [0.02, -0.01, 0.01], [0.01, 0.01, -0.01], [0.01, -0.01, -0.02], [0.05, 0.06, 0.00], [-0.09, -0.09, 0.04], [0.05, 0.01, 0.01], [-0.03, 0.06, -0.04], [-0.04, -0.03, -0.04], [-0.01, -0.03, 0.04], [0.02, 0.02, 0.03], [-0.07, 0.03, -0.10], [0.05, -0.01, 0.05], [-0.01, 0.00, 0.00], [0.00, 0.00, -0.01], [0.00, 0.00, -0.01], [-0.01, 0.00, -0.01], [0.00, -0.03, -0.03], [0.00, 0.03, 0.02], [0.07, -0.04, 0.01], [0.02, 0.06, 0.02], [0.02, -0.01, -0.02], [-0.03, 0.02, 0.02], [-0.01, -0.01, 0.00], [-0.01, -0.01, 0.00], [0.00, 0.00, 0.00], [-0.01, -0.01, 0.00]], "mulliken_charge": [-0.560, -0.288, -0.431, -1.054, -0.011, -0.026, -0.089, -0.721, 0.205, 0.524, -1.294, 0.041, -0.351, -0.945, 0.917, -0.343, -0.051, 0.273, -0.308, -0.303, 0.700, -0.268, -0.298, 0.081, -0.200, -0.256, -0.451, 0.182, -0.403, -0.106, 0.107, 0.302, 0.253, 0.360, 0.319, 0.311, 0.322, 0.206, 0.328, 0.431, 0.406, 0.465, 0.528, 0.087, 0.448, 0.389, 0.513, 0.281, -0.132, 0.890, -0.776, -0.238, -0.621, -0.438, -0.306, -0.596, -0.103, -0.282, -0.633, 0.310, 0.234, 0.321, 0.330, 0.445, 0.389, 0.203, 0.248, 0.350, 0.093, 0.357, 0.335, 0.247, 0.159, -0.781, -0.230, -0.657, -0.396, -0.387, -0.447, -0.521, -0.252, -0.768, 0.310, 0.234, 0.323, 0.341, 0.451, 0.335, 0.251, 0.246, 0.381, 0.433, 0.264, 0.317, 0.232, 0.311]}